[1]
Here is C8H15NO4 in the gas phase in a non-equilibrium geometry from the Open Molecules 2025 dataset. Energies are from the ωB97M-V functional and the def2-TZVPD basis.

Its energy above the lowest of the compared OMol25 structures with the same formula, charge and spin is 60.8 kcal per mole. As for the SMILES: CC(=O)OCCCCCNC(=O)O.

Last column: natural (NBO) charge in e.
Positions of all 28 atoms, in Å:
C 2.2054 -2.0470 0.2690  -0.72
C 3.1107 -0.8185 -0.2386  0.80
O 3.7920 -0.8732 -1.2869  -0.55
O 3.1086 0.4116 0.5165  -0.56
C 2.1256 1.2510 -0.1936  -0.08
C 0.9622 1.7843 0.7936  -0.44
C -0.4026 2.0347 -0.0413  -0.41
C -1.4781 0.8387 0.1666  -0.45
C -1.2549 -0.4118 -0.8092  -0.24
N -1.8761 -1.6957 -0.3402  -0.67
C -3.1164 -1.4409 0.4359  0.89
O -3.0633 -1.7561 1.6559  -0.60
O -4.2650 -0.8510 -0.1255  -0.67
H 2.5416 -2.3701 1.3086  0.25
H 2.2933 -2.8597 -0.5186  0.25
H 1.1460 -1.6383 0.3610  0.22
H 1.6212 0.6499 -1.0398  0.18
H 2.6508 2.1793 -0.6159  0.21
H 1.2986 2.8131 1.1729  0.22
H 0.8232 1.1194 1.7081  0.22
H -0.1894 2.1576 -1.1661  0.21
H -0.9188 2.9748 0.3835  0.22
H -2.5002 1.3049 -0.0864  0.21
H -1.4699 0.5925 1.2777  0.23
H -0.1437 -0.5722 -1.0509  0.21
H -1.7463 -0.1747 -1.8288  0.19
H -1.1969 -2.1494 0.2939  0.39
H -4.0577 -0.4534 -1.0015  0.49


[2]
Here is a molecular structure, F10KN5Na3O20S10 in a non-equilibrium geometry from the Open Molecules 2025 dataset. Energies are from the ωB97M-V functional and the def2-TZVPD basis.

Its energy above the lowest of the compared OMol25 structures with the same formula, charge and spin is 182.7 kcal per mole. The total charge is -1.

Last column: natural (NBO) charge in e.
Positions of all 49 atoms, in Å:
Na -4.0774 2.1138 -6.5166  1.00
Na -3.0717 4.9142 0.7686  1.00
Na 4.2778 -2.2211 -0.9302  0.99
K -0.7115 -1.1721 -8.1696  1.00
N -1.5885 0.2229 -3.8215  -1.21
S -2.4535 -0.9762 -2.9419  2.36
O -3.2025 -0.5937 -1.7821  -0.85
O -1.8260 -2.3052 -2.9378  -0.86
F -3.6740 -1.0984 -3.9945  -0.54
S -0.7951 0.7557 -2.6190  2.44
O 0.2595 -0.1140 -2.0986  -0.89
O -1.6338 1.5168 -1.7372  -0.93
F 0.0819 1.8194 -3.4261  -0.52
N -8.2143 -7.1399 -0.5652  -1.00
S -7.1461 -7.3975 0.7370  2.27
O -7.5951 -6.8898 2.0114  -0.90
O -5.6369 -7.4920 0.6733  -0.83
F -7.6340 -8.9715 0.8929  -0.53
S -7.2377 -6.0889 -1.0897  2.34
O -6.1493 -6.7378 -1.9152  -0.91
O -7.0119 -4.8619 -0.3569  -0.89
F -8.2766 -5.5632 -2.2809  -0.55
N 2.0837 -4.0137 2.1407  -1.13
S 0.5951 -3.9939 2.1507  2.43
O -0.0283 -2.7652 1.6886  -0.92
O -0.0177 -4.7752 3.1981  -0.91
F 0.4642 -4.9821 0.9018  -0.53
S 2.1977 -2.9669 3.5102  2.32
O 1.7993 -3.5765 4.7787  -0.86
O 2.0179 -1.5276 3.1853  -0.88
F 3.8160 -3.0540 3.6330  -0.52
N -0.0209 7.6242 1.2555  -1.16
S 0.8161 8.2634 0.1769  2.46
O 2.2390 8.2334 0.3872  -0.90
O 0.1407 9.3753 -0.5289  -0.94
F 0.6970 7.0685 -0.8754  -0.53
S -0.2584 8.9863 2.2553  2.35
O -1.6577 9.3918 2.4958  -0.91
O 0.7337 10.0770 2.1718  -0.87
F 0.1996 8.2871 3.6916  -0.51
N 7.0302 0.5715 0.3581  -1.15
S 6.9582 1.8655 -0.2447  2.44
O 8.1581 2.2373 -1.0064  -0.92
O 6.0448 2.8072 0.3770  -0.90
F 6.0146 1.4234 -1.4398  -0.55
S 8.0491 1.0387 1.5984  2.32
O 7.3623 1.4810 2.8304  -0.87
O 9.3815 1.6341 1.2928  -0.85
F 8.5009 -0.4304 2.1168  -0.51


[3]
Here is 10 unconnected molecules or ions with the total composition C44H95ClF4N4O13PS9 in a non-equilibrium geometry from the Open Molecules 2025 dataset. Energies are from the ωB97M-V functional and the def2-TZVPD basis.

Its energy is -209921.506 eV. The total charge is +1.

Last column: Löwdin charge in e.
Positions of all 171 atoms, in Å:
C -3.5877 -4.4297 4.2769  0.00
C -2.7394 -3.6991 5.2923  -0.50
O -3.2389 -2.8853 6.0373  0.08
O -1.4074 -3.9569 5.4281  0.01
C -0.8262 -4.7979 4.4240  -0.20
C 0.6982 -4.7257 4.4796  -0.14
C 1.2160 -3.2636 4.3764  -0.18
C 2.1617 -3.0638 3.1734  -0.18
C 3.2404 -1.9750 3.3881  -0.18
C 3.1347 -0.7776 2.3962  -0.16
C 2.6331 0.4666 3.1831  -0.24
C 1.8189 1.4642 2.3292  -0.14
C 0.6993 2.2434 3.1238  -0.33
P 1.6428 2.7806 4.6797  0.85
N 0.9260 3.8743 5.5623  -0.25
N 0.4044 3.5164 2.4320  0.02
O 1.3767 4.4927 2.5047  0.07
C 0.9359 5.6201 3.0364  -0.27
N 0.4168 6.6424 3.2611  0.24
C -0.7155 3.5538 1.8101  -0.09
C -1.2130 4.7211 1.0493  -0.06
C -2.5576 5.2376 1.5388  -0.27
N -3.5447 5.3833 0.7807  0.14
C -1.3617 2.1638 1.9492  -0.53
Cl -3.1326 2.2518 2.1520  0.90
C -0.9830 1.5375 0.5788  -0.10
C -1.8849 1.7571 -0.6497  -0.36
C -2.7187 0.5274 -1.0138  -0.03
F -2.7041 2.8739 -0.6355  -0.04
C -0.6848 1.5351 3.2557  -0.30
C -1.4893 1.8421 4.5351  -0.14
C -0.9027 1.3179 5.8769  -0.07
C -1.9352 0.5761 6.6982  -0.62
F -2.1531 -0.6667 6.2827  0.15
F -3.0840 1.2621 6.7724  0.16
F -1.4683 0.5063 7.9692  0.13
C -0.5033 0.0030 3.1796  -0.07
C -1.8535 -0.7074 3.0469  -0.29
C -1.7601 -2.1844 2.3903  0.05
O -2.2736 -0.8111 1.7840  -0.09
H -4.5201 -3.8779 4.1919  0.09
H -3.1641 -4.4868 3.2808  0.05
H -3.8623 -5.4148 4.6557  0.10
H -1.1308 -4.5392 3.4072  0.10
H -1.1252 -5.8326 4.6048  0.12
H 1.0559 -5.3282 3.6449  0.11
H 1.0057 -5.1771 5.4228  0.12
H 1.6976 -3.0311 5.3260  0.11
H 0.3213 -2.6453 4.2741  0.07
H 1.5508 -2.8370 2.2959  0.10
H 2.6622 -4.0176 3.0115  0.10
H 3.2809 -1.6328 4.4230  0.10
H 4.2074 -2.4480 3.2076  0.10
H 4.1569 -0.5609 2.0902  0.11
H 2.4926 -1.0368 1.5569  0.10
H 3.5217 0.9364 3.6077  0.11
H 2.0656 0.0791 4.0268  0.07
H 1.4309 0.9020 1.4823  0.10
H 2.5294 2.1841 1.9134  0.13
H 2.9239 3.1698 4.2266  0.04
H 1.8630 1.6527 5.4938  0.04
H 0.0432 4.1508 5.1426  -0.03
H -0.5267 5.5657 1.1518  0.11
H -1.2202 4.5146 -0.0230  0.15
H -2.6152 5.4561 2.6118  0.12
H -4.3304 5.7303 1.3296  0.07
H -0.0019 1.9620 0.3250  0.11
H -0.8005 0.4705 0.6348  0.11
H -1.2157 1.8707 -1.5067  0.14
H -3.6598 0.4958 -0.4681  0.09
H -2.1075 -0.3602 -0.8732  0.09
H -2.9405 0.5832 -2.0852  0.04
H -1.5799 2.9298 4.6118  0.11
H -2.5088 1.4753 4.4918  0.08
H 0.0203 0.7519 5.8001  0.10
H -0.6643 2.1900 6.4825  0.11
H 0.0359 -0.3458 2.3009  0.11
H -0.0190 -0.4366 4.0491  0.12
H -2.5662 -0.6005 3.8493  0.14
H -1.5826 -2.5452 1.3682  0.14
H -0.6399 -2.1361 2.5895  0.05
C -6.3646 -7.3787 2.4973  -0.27
S -4.9584 -7.7443 1.4394  0.79
O -3.9593 -6.6634 1.6446  -0.58
C -5.7988 -7.4110 -0.1148  -0.27
H -6.0461 -7.4877 3.5321  0.05
H -6.7000 -6.3562 2.3226  0.06
H -7.1692 -8.0834 2.2877  0.05
H -6.1720 -6.3867 -0.1194  0.06
H -6.6209 -8.1157 -0.2406  0.05
H -5.0810 -7.5422 -0.9220  0.05
C -5.3768 -0.6782 -5.5189  -0.27
S -4.8090 -0.0101 -3.9576  0.80
O -3.9803 -1.0633 -3.3070  -0.55
C -6.4140 -0.0183 -3.1454  -0.26
H -4.5084 -0.7913 -6.1630  0.03
H -5.8336 -1.6528 -5.3494  0.06
H -6.0932 -0.0031 -5.9865  0.06
H -6.8152 -1.0318 -3.1372  0.06
H -7.0902 0.6537 -3.6736  0.05
H -6.2804 0.3308 -2.1229  0.04
C -0.1587 -7.2057 0.5080  -0.26
S -1.2055 -8.2212 1.5608  0.79
O -0.7492 -8.0155 2.9623  -0.54
C -0.5370 -9.8001 1.0114  -0.26
H -0.3805 -6.1615 0.7211  0.04
H 0.8909 -7.4106 0.7234  0.06
H -0.3799 -7.4190 -0.5378  0.05
H 0.5377 -9.8340 1.1947  0.06
H -0.7444 -9.9302 -0.0511  0.05
H -1.0287 -10.5884 1.5774  0.05
C -3.3785 -4.5509 -9.0007  -0.27
S -3.6529 -3.4019 -7.6450  0.80
O -4.5364 -2.3160 -8.1582  -0.56
C -1.9977 -2.7126 -7.5777  -0.27
H -4.3215 -5.0464 -9.2229  0.05
H -3.0356 -4.0057 -9.8803  0.06
H -2.6383 -5.2928 -8.7011  0.05
H -1.7428 -2.2663 -8.5390  0.06
H -1.2793 -3.4911 -7.3189  0.06
H -1.9920 -1.9460 -6.8101  0.01
C 1.7394 0.7733 -6.6879  -0.27
S 0.0408 0.9489 -6.1477  0.81
O -0.6301 -0.3774 -6.2802  -0.56
C -0.5006 1.9413 -7.5455  -0.26
H 2.2627 0.1482 -5.9663  0.05
H 1.7719 0.3024 -7.6706  0.07
H 2.2101 1.7547 -6.7282  0.01
H -0.3340 1.3928 -8.4726  0.06
H 0.0514 2.8813 -7.5569  0.05
H -1.5634 2.1433 -7.4260  0.05
C 5.0199 5.2286 -6.7266  -0.26
S 5.3809 3.5318 -7.1988  0.84
O 4.0788 2.8196 -7.3265  -0.56
C 6.0887 3.0553 -5.6188  -0.26
H 4.5243 5.7154 -7.5640  0.05
H 4.3616 5.2357 -5.8566  0.05
H 5.9512 5.7484 -6.5024  0.06
H 5.3617 3.2103 -4.8237  0.02
H 6.9858 3.6458 -5.4308  0.07
H 6.3521 2.0023 -5.6622  0.02
C 2.0371 10.4108 6.1942  -0.27
S 3.4064 10.1415 5.0601  0.79
O 4.1618 11.4136 4.9697  -0.55
C 2.3951 10.0175 3.5765  -0.28
H 2.4487 10.5575 7.1905  0.05
H 1.4803 11.2986 5.8940  0.06
H 1.3867 9.5355 6.1933  0.05
H 1.8135 10.9305 3.4471  0.06
H 1.7327 9.1549 3.6599  0.02
H 3.0597 9.8854 2.7247  0.05
C 4.1786 2.6509 -2.6115  -0.30
S 2.5521 3.0404 -1.9563  0.78
O 1.7313 1.7989 -2.0244  -0.56
C 2.0598 4.1056 -3.3183  -0.26
H 4.6667 1.9555 -1.9315  0.04
H 4.0736 2.1861 -3.5920  0.04
H 4.7680 3.5656 -2.6828  0.06
H 2.1044 3.5470 -4.2538  0.05
H 2.7227 4.9700 -3.3584  0.05
H 1.0388 4.4388 -3.1405  0.05
C 8.1484 -0.3660 -4.0898  -0.26
S 6.3565 -0.3224 -3.9517  0.83
O 6.0019 0.8955 -3.1683  -0.57
C 6.2150 -1.7279 -2.8420  -0.26
H 8.4610 0.4656 -4.7184  0.05
H 8.5962 -0.2653 -3.1010  0.06
H 8.4532 -1.3052 -4.5507  0.06
H 6.7880 -1.5381 -1.9344  0.06
H 6.5818 -2.6233 -3.3434  0.06
H 5.1637 -1.8560 -2.5924  0.05